Entry 1:
The molecule C5H4S, computed with wB97M-V/def2-TZVPD.

Output
energy above the lowest of the compared OMol25 structures with the same formula, charge and spin = 164.15 kJ/mol
Kohn-Sham gap = 7.98 eV
structure (SMILES) = C#CC(=C)C=S

The geometry in ORCA input format:
```
! wB97M-V def2-TZVPD RIJCOSX def2/J DEFGRID3
* xyz 0 1
C -2.266 -0.918 -0.076
C -1.165 -0.409 -0.039
C 0.169 0.218 0.090
C 0.403 1.518 0.008
C 1.284 -0.781 0.091
S 2.871 -0.527 -0.066
H -3.268 -1.287 -0.088
H 1.398 1.876 -0.071
H -0.412 2.144 -0.107
H 0.985 -1.834 0.258
*
```

Mulliken population analysis, charges in e, atoms 1 to 4: 0.287 -0.623 0.390 -0.838

Entry 2:
A cluster of 11 separate species, C18H52B6F24N5O5 in total, computed with wB97M-V/def2-TZVPD.

Output
Kohn-Sham gap = 7.32 eV

The geometry in ORCA input format:
```
! wB97M-V def2-TZVPD RIJCOSX def2/J DEFGRID3
* xyz -1 1
C -0.003 0.765 -2.141
C 0.075 -0.455 -1.216
O 0.966 -1.241 -1.378
N -1.070 -0.659 -0.185
H -1.677 0.143 -0.270
H -1.619 -1.498 -0.303
C -0.332 -0.513 1.167
H 0.987 0.872 -2.585
H -0.277 1.703 -1.659
H -0.749 0.548 -2.905
H 0.503 -1.212 1.225
H -1.133 -0.794 1.850
H -0.022 0.514 1.357
C 1.678 4.177 -1.818
C 0.442 4.341 -0.908
O 0.379 4.093 0.310
N -0.794 5.044 -1.494
H -0.658 5.072 -2.495
H -1.506 4.342 -1.353
C -1.139 6.424 -0.951
H 2.511 4.185 -1.116
H 1.746 4.962 -2.571
H 1.581 3.129 -2.105
H -0.921 6.197 0.093
H -2.168 6.743 -1.121
H -0.514 7.127 -1.500
C 1.457 -3.462 5.937
C 2.438 -3.511 4.721
C 1.613 -3.743 3.340
O 2.564 -3.750 2.264
C 1.941 -3.953 0.932
N 3.174 -2.114 4.607
H 3.708 -1.894 5.435
H 3.790 -2.023 3.812
H 2.513 -1.372 4.426
H 2.077 -3.047 6.731
H 1.107 -4.474 6.141
H 0.616 -2.780 5.812
H 3.202 -4.261 4.926
H 0.853 -2.989 3.138
H 1.114 -4.712 3.321
H 1.247 -3.134 0.739
H 1.538 -4.966 0.927
H 2.575 -3.868 0.050
C 5.057 -2.057 -4.633
C 3.848 -1.288 -4.202
C 3.493 -0.062 -5.186
O 2.269 0.474 -4.605
C 1.688 1.498 -5.397
N 2.674 -2.272 -4.126
H 2.867 -2.969 -3.421
H 1.753 -1.874 -4.006
H 2.580 -2.717 -5.028
H 5.188 -3.030 -4.160
H 5.862 -1.337 -4.483
H 4.924 -2.211 -5.703
H 3.805 -0.880 -3.192
H 3.187 -0.413 -6.172
H 4.250 0.697 -4.990
H 0.715 1.893 -5.102
H 1.878 1.285 -6.449
H 2.260 2.422 -5.315
C -3.202 0.569 3.601
C -4.754 0.348 3.827
C -5.264 -1.035 3.666
O -4.884 -1.730 4.903
C -3.564 -2.221 5.143
N -5.279 1.033 5.109
H -4.891 0.686 5.975
H -5.093 2.021 5.016
H -6.286 0.994 5.185
H -2.931 1.486 3.078
H -2.565 -0.189 3.146
H -2.681 0.663 4.554
H -5.202 1.016 3.090
H -4.810 -1.541 2.814
H -6.340 -0.877 3.590
H -2.842 -1.426 5.332
H -3.244 -2.600 4.172
H -3.642 -2.952 5.948
B 3.675 1.452 -0.354
F 2.537 1.213 0.262
F 4.646 0.619 0.075
F 3.566 1.305 -1.729
F 4.079 2.748 -0.015
B -1.259 4.068 -4.829
F -1.219 3.120 -3.807
F -2.483 4.646 -4.954
F -0.271 4.978 -4.549
F -0.921 3.451 -6.021
B -0.646 -1.708 -5.949
F 0.443 -0.979 -6.183
F -1.312 -1.913 -7.160
F -0.231 -2.797 -5.331
F -1.504 -1.044 -5.144
B 0.646 0.277 4.325
F 1.607 -0.210 3.371
F -0.493 -0.586 4.199
F 1.288 0.176 5.547
F 0.367 1.630 4.124
B -2.897 2.143 -0.597
F -2.648 1.613 -1.800
F -1.843 2.007 0.254
F -2.967 3.525 -0.622
F -3.995 1.637 0.058
B -2.545 -3.349 0.341
F -2.869 -2.388 1.311
F -1.193 -3.568 0.310
F -3.195 -4.570 0.605
F -2.997 -2.851 -0.901
*
```

Mulliken population analysis, charges in e, atoms 1 to 4: 1.088 -0.495 -0.643 1.013

Entry 3:
The molecule C2H3NO3, computed with wB97M-V/def2-TZVPD.

Output
energy above the lowest of the compared OMol25 structures with the same formula, charge and spin = 319.64 kJ/mol
Kohn-Sham gap = 11.06 eV
structure (SMILES) = O=CNOC=O

The geometry in ORCA input format:
```
! wB97M-V def2-TZVPD RIJCOSX def2/J DEFGRID3
* xyz 0 1
O 0.304 -0.013 2.454
C -0.611 -0.183 1.688
N -0.542 -0.516 0.326
O 0.576 0.022 -0.333
C 0.686 0.320 -1.673
O -0.299 0.288 -2.407
H -1.653 -0.164 2.010
H -1.277 -0.364 -0.285
H 1.625 0.938 -1.804
*
```

Mulliken population analysis, charges in e, atoms 1 to 4: -0.450 0.114 -0.152 -0.163

Entry 4:
A structure of composition C21H21N4NaO2P, computed with wB97M-V/def2-TZVPD.

Output
energy above the lowest of the compared OMol25 structures with the same formula, charge and spin = 32.15 kJ/mol
Kohn-Sham gap = 5.44 eV

The geometry in ORCA input format:
```
! wB97M-V def2-TZVPD RIJCOSX def2/J DEFGRID3
* xyz -1 1
Na -0.053 0.179 -0.424
O 2.635 3.537 0.382
C 2.006 2.505 0.070
N 0.725 2.233 -0.031
C -0.279 3.196 0.136
C -0.020 4.563 0.258
C -1.052 5.488 0.366
C -2.371 5.060 0.355
C -2.662 3.706 0.235
C -1.647 2.752 0.123
N -1.893 1.383 -0.055
C -3.089 0.849 0.035
O -4.208 1.312 0.339
C -3.109 -0.659 -0.311
C -4.300 -1.352 -0.078
C -4.387 -2.690 -0.403
C -3.285 -3.316 -0.970
C -2.143 -2.557 -1.164
N -2.044 -1.271 -0.841
C 2.913 1.299 -0.275
C 4.284 1.448 -0.052
C 5.144 0.419 -0.377
C 4.624 -0.741 -0.934
C 3.253 -0.807 -1.118
N 2.414 0.173 -0.796
H 1.011 4.879 0.270
H -0.812 6.542 0.461
H -3.185 5.771 0.441
H -3.681 3.356 0.230
H -5.121 -0.791 0.345
H -5.304 -3.239 -0.224
H -3.300 -4.359 -1.259
H -1.256 -3.003 -1.603
H 4.616 2.387 0.365
H 6.209 0.522 -0.205
H 5.252 -1.574 -1.221
H 2.799 -1.693 -1.551
C -0.147 -4.184 1.476
P 1.002 -3.160 0.479
C 1.427 -4.379 -0.830
C 2.522 -3.301 1.498
H 0.255 -5.179 1.684
H -1.101 -4.284 0.957
H -0.346 -3.679 2.422
H 1.751 -5.337 -0.412
H 2.231 -3.986 -1.453
H 0.565 -4.560 -1.474
H 2.790 -4.342 1.699
H 2.374 -2.785 2.447
H 3.352 -2.810 0.989
*
```

Mulliken population analysis, charges in e, atoms 1 to 4: 1.116 -0.842 0.213 -0.322